The following is a DFT calculation (ωB97M-V/def2-TZVPD) of 5 unconnected molecules or ions with the total composition C33H56FNO13S6 in a non-equilibrium geometry.

Output
2S+1: 1
E_tot: -4812.74455 Eh
frontier orbital gap: 7.4 eV
maximum force: 0.039 Eh/bohr
structure (SMILES): C=Cc1cc(F)c(CSCC)c2c1N(CCCCO)c1ccccc1S2.CCOS(C)(=O)=O.CCOS(C)(=O)=O.CCOS(C)(=O)=O.CCOS(C)(=O)=O

Positions of all 110 atoms, in Å:
C -5.1270 -1.0869 0.6228
C -3.7996 -1.3375 0.3244
C -2.7046 -0.7134 1.0727
C -2.8603 0.6241 1.4259
C -1.8312 1.2583 2.1062
F -2.0144 2.5659 2.4066
C -0.6641 0.6129 2.4397
C 0.4440 1.3502 3.1564
S 0.4679 0.9680 4.9261
C -0.4191 2.4199 5.5854
C -0.2859 2.3843 7.1123
C -0.5162 -0.7338 2.0795
C -1.5170 -1.4024 1.3961
N -1.4176 -2.7646 0.9400
C -0.5859 -2.7519 -0.3345
C -1.2633 -3.4926 -1.4831
C -0.2544 -3.7613 -2.6053
C 0.5771 -2.5294 -2.9488
O 1.0646 -2.6352 -4.2852
C -0.7306 -3.6180 1.8699
C -1.1915 -4.9191 2.0149
C -0.5521 -5.8196 2.8497
C 0.5751 -5.4333 3.5634
C 1.0214 -4.1252 3.4488
C 0.3790 -3.2257 2.6131
S 0.9767 -1.5747 2.4815
H -5.7219 -0.5164 -0.0882
H -5.6066 -1.4734 1.5156
H -3.5221 -2.0051 -0.4889
H -3.7499 1.1695 1.1508
H 1.4017 1.1158 2.6902
H 0.3044 2.4207 3.0132
H -1.4522 2.3934 5.2417
H 0.0650 3.2886 5.1412
H -0.1442 1.3505 7.4298
H 0.6021 2.9366 7.4089
H -1.1869 2.7836 7.5704
H -0.3650 -1.7148 -0.5839
H 0.3684 -3.2437 -0.1226
H -1.6303 -4.4357 -1.0777
H -2.0945 -2.8844 -1.8439
H -0.7434 -4.1248 -3.5086
H 0.4191 -4.5391 -2.2330
H -0.0601 -1.6398 -2.8651
H 1.4043 -2.4382 -2.2402
H 1.4895 -1.7929 -4.4744
H -2.0640 -5.2496 1.4669
H -0.9193 -6.8313 2.9600
H 1.1063 -6.1229 4.2036
H 1.8966 -3.8113 4.0054
C 7.3256 -1.1344 -1.3671
C 6.2476 -2.0621 -1.8883
O 5.5049 -2.6960 -0.8235
S 4.3826 -1.8407 -0.0940
C 3.5787 -3.1673 0.7256
O 3.5091 -1.2882 -1.0892
O 4.9956 -0.9844 0.8729
H 6.8943 -0.2628 -0.8765
H 7.9498 -0.7902 -2.1920
H 7.9512 -1.6463 -0.6362
H 5.5602 -1.5420 -2.5566
H 6.6928 -2.8795 -2.4518
H 3.1584 -3.8366 -0.0212
H 2.7888 -2.7208 1.3304
H 4.2961 -3.6884 1.3541
C 3.6275 5.4595 -1.5779
C 2.5169 4.6234 -2.1788
O 1.6819 4.0111 -1.1702
S 0.5852 4.9169 -0.4676
C -0.3378 3.6255 0.2834
O -0.2139 5.5472 -1.4732
O 1.2131 5.6852 0.5672
H 3.2321 6.3445 -1.0810
H 4.3131 5.7838 -2.3610
H 4.1805 4.8849 -0.8351
H 1.8992 5.2081 -2.8618
H 2.9338 3.7937 -2.7458
H -0.7689 2.9986 -0.4927
H -1.1236 4.0928 0.8705
H 0.3213 3.0519 0.9278
C 0.2181 7.6823 3.2469
C -0.8853 6.8567 2.6215
O -1.7409 6.2463 3.6209
S -2.8445 7.1493 4.3129
C -3.7736 5.8394 5.0327
O -3.6223 7.7914 3.2972
O -2.2415 7.9227 5.3540
H -0.1811 8.5692 3.7382
H 0.9201 8.0001 2.4766
H 0.7508 7.1024 4.0008
H -1.4780 7.4511 1.9250
H -0.4461 6.0384 2.0632
H -4.1858 5.2246 4.2374
H -4.5711 6.2943 5.6158
H -3.1177 5.2596 5.6765
C -0.1542 -4.6937 -7.8183
C -1.0562 -3.8501 -6.9419
O -2.4282 -3.8513 -7.4035
S -3.3152 -5.1194 -7.0543
C -4.8767 -4.4116 -7.4463
O -3.2344 -5.3638 -5.6452
O -3.0284 -6.1687 -7.9823
H -0.3957 -5.7523 -7.7320
H 0.8848 -4.5529 -7.5205
H -0.2682 -4.4164 -8.8663
H -1.0137 -4.1714 -5.9020
H -0.7376 -2.8108 -6.9729
H -5.0647 -3.5821 -6.7706
H -5.6241 -5.1901 -7.3118
H -4.8589 -4.0788 -8.4804

Mulliken population analysis, charges in e, atoms 1 to 4: number 1, C, carries -0.96; number 2, C, carries -0.39; number 3, C, carries 0.85; number 4, C, carries -1.13